This record from the Open Molecules 2025 dataset describes a gas-phase ion, C7H10N3S (charge +1) at a distorted geometry. The level of theory is ωB97M-V/def2-TZVPD.

The geometry in ORCA input format:
```
! wB97M-V def2-TZVPD RIJCOSX def2/J DEFGRID3
* xyz 1 1
S -0.174 2.413 2.527
N 2.309 0.537 -0.372
N 0.227 1.617 1.155
N -0.081 0.482 -0.864
C 2.338 1.214 0.626
C -0.240 0.471 0.651
C 1.296 0.013 -1.192
C -1.064 -0.312 -1.521
C -0.719 -0.670 1.254
C -1.274 -1.708 0.459
C -1.356 -1.591 -0.899
H 1.489 0.152 -2.237
H -0.899 -0.480 -2.581
H -1.954 -2.230 -1.472
H 1.391 -1.035 -1.059
H -2.022 0.198 -1.575
H -0.030 1.602 3.651
H 3.114 1.516 1.327
H -1.391 -2.693 0.934
H -0.717 -0.970 2.323
H -0.242 1.476 -1.135
*
```

Properties
frontier orbital gap = 6.86 eV
F_max = 0.06199 hartree/bohr
calculated total energy = -834.754817 hartree
LUMO energy = -0.16833 hartree